{
  "formula": "CH5NOP2",
  "method": "the ωB97M-V functional and the def2-TZVPD basis",
  "elements": ["O", "C", "P", "N", "P", "H", "H", "H", "H", "H"],
  "coordinates": [[0.658, 2.891, -0.508], [-0.004, 1.944, -0.869], [-1.412, 1.527, 0.268], [-0.905, -0.490, -0.038], [0.588, -0.757, 0.785], [0.177, 1.541, -1.891], [-0.793, 1.689, 1.484], [-1.813, -0.946, 0.408], [1.181, 0.009, -0.165], [0.833, -2.085, 0.357]],
  "forces_ev_per_a": [[0.3798, -0.0744, -0.3342], [0.2430, 1.7850, 0.6449], [0.1043, -4.1442, -2.0970], [-4.6314, 1.8667, 1.4123], [-0.8131, -0.3466, 1.7976], [-0.4756, -0.5136, 0.4497], [0.8739, 0.2214, 0.5813], [2.7030, 0.8918, -0.9672], [1.3903, 0.1864, -0.9607], [0.2258, 0.1274, -0.5266]],
  "homo_energy_ev": -8.58,
  "smiles": "O=CPNP",
  "e_above_lowest_kcal_mol": 49.0,
  "fmax_ev_per_a": 5.19,
  "total_charge": 0,
  "total_energy_ev": -23230.3335,
  "orbital_gap_ev": 8.35
}